one) One molecule with the formula C6H11N3O3, computed with ωB97M-V/def2-TZVPD.

Calculated values
**HOMO**: -9.571 eV
**SMILES**: CCN1[C@H]([N+](=O)[O-])C=N[C@@]1(C)O
**Charge**: 0

Last column: natural (NBO) charge in e.
Element x y z (Å)
C  -1.10  -1.65  -0.70  0.11
C  -1.17  -0.11  -0.44  -0.02
C  0.88  -1.14  0.25  0.53
C  1.20  -1.46  1.72  -0.65
C  -0.09  2.53  -0.73  -0.61
C  0.74  1.25  -0.63  -0.21
N  0.02  -2.14  -0.43  -0.39
N  0.09  0.14  0.10  -0.47
N  -2.27  0.21  0.56  0.54
O  -3.35  0.24  0.07  -0.40
O  -2.04  0.46  1.71  -0.35
O  2.06  -1.00  -0.50  -0.70
H  -1.89  -2.18  -1.26  0.21
H  -1.44  0.43  -1.26  0.22
H  0.49  -2.01  2.22  0.23
H  1.34  -0.47  2.10  0.24
H  2.05  -2.17  1.88  0.21
H  -0.20  3.07  0.19  0.22
H  0.47  3.21  -1.44  0.22
H  -0.99  2.23  -1.13  0.19
H  0.98  0.86  -1.69  0.18
H  1.77  1.56  -0.19  0.22
H  2.44  -1.87  -0.38  0.48


two) One molecule with the formula C6H11N3O3, computed with ωB97M-V/def2-TZVPD.

Calculated values
**HOMO (alpha / beta)**: -6.838 / -6.837 eV
**Charge**: 0

Last column: natural (NBO) charge in e.
Element x y z (Å)
C  -1.19  0.46  1.13  -0.32
C  -0.07  1.30  0.89  0.55
C  -0.35  -1.71  0.81  0.59
C  -2.57  -1.47  0.90  -0.42
C  1.33  -2.21  -0.83  0.09
C  1.86  1.78  -0.56  0.07
N  0.62  -2.29  0.43  -0.39
N  -1.31  -0.87  0.78  -0.34
N  0.88  0.96  0.13  -0.69
O  -0.37  2.55  1.44  -0.71
O  1.07  -1.24  -1.72  -0.72
O  1.40  2.86  -1.31  -0.72
H  -1.99  0.90  1.63  0.21
H  -2.77  -2.50  0.28  0.23
H  -2.77  -1.92  1.94  0.22
H  -3.42  -0.83  0.61  0.23
H  1.11  -3.20  -1.21  0.19
H  2.38  -2.27  -0.47  0.16
H  2.54  1.10  -0.97  0.16
H  2.54  2.14  0.25  0.16
H  0.02  3.26  0.90  0.49
H  1.09  -0.35  -1.23  0.51
H  0.88  2.59  -2.06  0.48


three) A 2-piece molecular cluster, C6H11N3O3 overall, computed with ωB97M-V/def2-TZVPD.

Calculated values
**HOMO**: -8.994 eV
**SMILES**: C[C@H]1NC[C@H]1O.N#CC(=O)NO
**Charge**: 0

Last column: natural (NBO) charge in e.
Element x y z (Å)
C  -2.41  0.05  -0.36  0.52
C  -2.38  1.50  -0.22  0.17
C  2.91  1.31  -0.94  -0.63
C  3.09  0.60  0.38  -0.07
C  1.37  -0.50  0.78  -0.25
C  2.76  -0.92  0.36  0.08
H  -2.59  -1.92  0.43  0.49
H  -4.34  -0.02  0.45  0.40
H  1.90  1.08  -1.37  0.21
H  3.63  1.00  -1.70  0.22
H  3.00  2.41  -0.81  0.21
H  4.06  0.85  0.87  0.18
H  1.33  1.59  1.03  0.35
H  0.86  -1.10  1.54  0.19
H  0.78  -0.44  -0.14  0.20
H  3.29  -1.44  1.18  0.16
H  3.82  -1.85  -0.93  0.47
N  -3.63  -0.46  -0.09  -0.27
N  -2.61  2.63  0.03  -0.22
N  1.90  0.80  1.27  -0.62
O  -3.58  -1.79  0.35  -0.52
O  -1.50  -0.74  -0.63  -0.57
O  2.89  -1.62  -0.85  -0.71


Which of them is most stable? Easy: three).


one) A 2-piece molecular cluster, C2H3F2I overall, computed with ωB97M-V/def2-TZVPD.

Calculated values
**HOMO (alpha / beta)**: -8.973 / -8.800 eV
**Charge**: 0

Last column: natural (NBO) charge in e.
Element x y z (Å)
C  0.03  0.00  -0.04  -0.50
C  -1.79  -1.96  0.43  0.54
F  -2.65  -1.82  -0.57  -0.34
F  -2.39  -1.62  1.57  -0.34
I  -0.82  -3.83  0.48  0.11
H  -0.59  0.60  -0.68  0.18
H  0.11  0.26  1.00  0.18
H  0.74  -0.67  -0.47  0.18


two) One molecule with the formula C2H3F2I, computed with ωB97M-V/def2-TZVPD.

Calculated values
**HOMO**: -9.623 eV
**SMILES**: CC(F)(F)I
**Charge**: 0

Last column: natural (NBO) charge in e.
Element x y z (Å)
C  0.75  0.41  -0.08  -0.72
C  -0.62  -0.14  0.25  0.78
F  -1.50  0.81  0.41  -0.31
F  -0.57  -0.86  1.37  -0.33
I  -1.59  -1.72  -1.45  -0.15
H  1.54  -0.40  0.01  0.24
H  0.97  0.75  -1.10  0.25
H  1.01  1.15  0.58  0.23


Which of them is most stable? Easy: two).


one) A 2-piece molecular cluster, C3H11NO2 overall, computed with ωB97M-V/def2-TZVPD.

Calculated values
**HOMO**: -9.270 eV
**SMILES**: NCCCO.O
**Charge**: 0

Last column: natural (NBO) charge in e.
Element x y z (Å)
C  -0.28  1.00  -0.15  -0.22
C  0.02  1.18  1.31  -0.42
C  -0.15  -0.11  2.11  -0.06
O  0.03  0.19  3.51  -0.73
N  -0.15  2.29  -0.88  -0.84
H  -1.31  0.69  -0.29  0.18
H  0.36  0.25  -0.61  0.18
H  -0.53  2.02  1.76  0.22
H  1.07  1.45  1.44  0.20
H  0.62  -0.81  1.76  0.16
H  -1.15  -0.52  2.02  0.16
H  0.54  -0.53  3.89  0.47
H  -0.97  2.46  -1.45  0.36
H  0.66  2.25  -1.48  0.35
H  -0.31  -3.69  -4.47  0.46
H  0.96  -4.46  -4.42  0.46
O  0.58  -3.65  -4.06  -0.93


two) A 2-piece molecular cluster, C3H11NO2 overall, computed with ωB97M-V/def2-TZVPD.

Calculated values
**HOMO**: -8.777 eV
**SMILES**: C[C@H](N)CO.O
**Charge**: 0

Last column: natural (NBO) charge in e.
Element x y z (Å)
C  1.01  -0.28  1.23  -0.07
O  -0.18  0.25  1.68  -0.72
C  1.00  -0.16  -0.31  -0.06
C  1.97  -1.26  -0.92  -0.64
N  1.30  1.22  -0.81  -0.86
H  1.00  -1.37  1.53  0.15
H  1.80  0.24  1.65  0.16
H  0.09  0.75  2.52  0.47
H  -0.03  -0.28  -0.63  0.20
H  1.49  -1.44  -1.94  0.23
H  3.08  -1.05  -0.88  0.21
H  1.88  -2.20  -0.31  0.21
H  2.23  1.45  -0.80  0.35
H  0.64  1.90  -0.59  0.37
H  -4.61  -0.69  -0.58  0.49
H  -4.24  0.96  -0.28  0.49
O  -4.36  0.18  -0.93  -0.98


Which of them is most stable? Easy: one).